No. 1
Formula: C6H9O2
Source: the Open Molecules 2025 dataset
Level of theory: ωB97M-V/def2-TZVPD

CARTESIAN COORDINATES (ANGSTROEM)
C (0.18, -0.48, 0.08)
C (-1.02, -0.01, 0.12)
C (1.38, 0.46, 0.10)
C (-0.89, 2.36, -0.11)
C (-2.30, -0.63, -0.08)
C (2.64, -0.22, 0.41)
O (-1.14, 1.32, 0.55)
O (1.34, 1.59, -0.33)
H (0.47, -1.39, -0.38)
H (-0.97, 2.40, -1.28)
H (-0.74, 3.22, 0.38)
H (-2.82, 0.19, -0.63)
H (-2.87, -0.79, 0.83)
H (-2.25, -1.53, -0.69)
H (3.49, 0.58, 0.60)
H (2.93, -0.68, -0.44)
H (2.54, -1.04, 1.25)

**Energy relative to the best compared isomer or geometry (same formula, charge and spin)**: 215.2 kJ/mol
**HOMO level**: -14.64 eV
**Spin multiplicity**: 1
**Total charge**: +1

No. 2
Formula: C14H26O4
Source: the Open Molecules 2025 dataset
Level of theory: ωB97M-V/def2-TZVPD

CARTESIAN COORDINATES (ANGSTROEM)
C (-2.05, 1.93, 0.50)
C (-2.26, 0.56, 1.14)
O (-2.20, 0.60, 2.56)
C (-0.91, 0.89, 3.04)
C (-0.12, -0.36, 3.45)
C (0.88, -0.78, 2.36)
C (2.13, 0.12, 2.31)
C (2.39, 0.69, 0.92)
C (3.09, -0.27, -0.04)
C (2.16, -1.21, -0.79)
O (1.53, -0.39, -1.79)
C (2.58, 0.29, -2.36)
O (2.61, 0.65, -3.52)
C (3.62, 0.52, -1.27)
H (-2.29, 2.71, 1.21)
H (-1.00, 2.06, 0.24)
H (-2.62, 2.02, -0.42)
H (-3.25, 0.20, 0.89)
H (-1.57, -0.18, 0.73)
H (-1.02, 1.54, 3.91)
H (-0.31, 1.45, 2.32)
H (-0.78, -1.18, 3.71)
H (0.47, -0.10, 4.33)
H (1.19, -1.81, 2.56)
H (0.37, -0.76, 1.40)
H (3.00, -0.45, 2.65)
H (1.99, 0.95, 3.00)
H (1.44, 0.99, 0.47)
H (3.00, 1.59, 1.01)
H (3.86, -0.88, 0.43)
H (1.40, -1.72, -0.20)
H (2.72, -1.96, -1.34)
H (3.58, 1.59, -1.09)
H (4.64, 0.30, -1.56)
C (-1.60, -0.95, -2.65)
C (-3.07, -0.60, -2.62)
O (-3.53, 0.10, -1.75)
C (-3.93, -1.15, -3.73)
H (-1.10, -0.49, -1.81)
H (-1.48, -2.03, -2.60)
H (-1.15, -0.59, -3.57)
H (-3.90, -2.24, -3.72)
H (-3.57, -0.80, -4.69)
H (-4.96, -0.83, -3.59)

**Energy relative to the best compared isomer or geometry (same formula, charge and spin)**: 54.1 kJ/mol
**SMILES**: CCOCCCCC[C@H]1COC(=O)C1.CC(C)=O
**HOMO level**: -9.36 eV
**Spin multiplicity**: 1

No. 3
Formula: C12H30FN3O3Pt
Source: the Open Molecules 2025 dataset
Level of theory: ωB97M-V/def2-TZVPD

CARTESIAN COORDINATES (ANGSTROEM)
Pt (-2.84, -1.19, -0.83)
C (0.88, -2.72, 0.39)
C (1.82, -1.83, -0.56)
N (0.99, -0.71, -1.28)
C (1.96, -0.09, -2.46)
C (-0.26, -1.30, -2.10)
C (0.09, -2.54, -2.99)
C (0.57, 0.49, -0.40)
C (1.69, 1.05, 0.60)
O (2.94, 1.48, 0.09)
C (3.91, 1.94, 0.96)
H (0.43, -2.23, 1.25)
H (1.48, -3.44, 0.95)
H (0.08, -3.24, -0.13)
H (2.30, -2.48, -1.29)
H (2.60, -1.40, 0.07)
H (1.41, 0.39, -3.27)
H (2.60, -0.83, -2.94)
H (2.70, 0.60, -2.05)
H (-0.62, -0.39, -2.57)
H (-0.91, -1.55, -1.25)
H (-0.92, -2.94, -3.08)
H (0.80, -3.27, -2.58)
H (0.43, -2.29, -3.99)
H (-0.20, 0.06, 0.23)
H (-0.07, 1.20, -0.93)
H (1.94, 0.59, 1.56)
H (1.27, 1.98, 1.00)
H (4.20, 1.17, 1.68)
H (3.48, 2.81, 1.46)
H (4.92, 2.19, 0.64)
F (-1.69, -0.38, 0.01)
O (-2.46, -1.90, 4.04)
C (-1.84, -1.08, 3.36)
N (-1.16, -1.57, 2.33)
C (-1.85, 0.40, 3.44)
H (-1.27, -0.96, 1.53)
H (-1.18, -2.57, 2.19)
H (-2.72, 0.68, 2.85)
H (-1.04, 1.07, 3.18)
H (-2.13, 0.65, 4.46)
O (-0.91, 2.97, 0.44)
C (-1.93, 2.67, -0.07)
N (-2.42, 1.51, 0.08)
C (-2.78, 3.61, -0.86)
H (-1.89, 0.67, 0.31)
H (-3.34, 1.28, -0.27)
H (-3.80, 3.75, -0.51)
H (-2.91, 3.07, -1.81)
H (-2.37, 4.61, -0.88)

**Expectation value of S²**: 2.008
**Energy relative to the best compared isomer or geometry (same formula, charge and spin)**: 250.4 kJ/mol
**HOMO level (spin up / spin down)**: -14.85 / -14.85 eV
**Spin multiplicity**: 3
**Total charge**: +2

No. 4
Formula: C3H8FN
Source: the Open Molecules 2025 dataset
Level of theory: ωB97M-V/def2-TZVPD

CARTESIAN COORDINATES (ANGSTROEM)
C (-0.70, 1.01, -0.89)
C (0.81, -1.78, -0.09)
C (-0.55, 0.26, 0.36)
N (0.02, 0.88, 1.47)
F (-1.76, -0.42, 0.85)
H (-0.91, 2.02, -0.45)
H (0.22, 0.86, -1.39)
H (-1.55, 0.63, -1.38)
H (1.03, -1.76, -1.18)
H (0.07, -2.56, 0.11)
H (1.42, -1.62, 0.78)
H (-0.62, 0.71, 2.34)
H (0.90, 0.64, 1.70)

**Energy relative to the best compared isomer or geometry (same formula, charge and spin)**: 354.8 kJ/mol
**HOMO level (spin up / spin down)**: -7.98 / -7.66 eV
**Spin multiplicity**: 1

No. 5
Formula: C4H8N2OS
Source: the Open Molecules 2025 dataset
Level of theory: ωB97M-V/def2-TZVPD

CARTESIAN COORDINATES (ANGSTROEM)
C (3.60, 0.08, -0.21)
C (-1.01, 0.82, 0.06)
C (0.08, 1.20, 0.98)
C (-2.23, -1.11, -0.83)
N (2.88, -0.86, -0.16)
N (-1.26, -0.47, 0.07)
O (4.40, 0.92, -0.20)
S (-0.22, -1.68, 0.54)
H (-1.52, 1.57, -0.59)
H (0.42, 0.36, 1.59)
H (-0.21, 2.03, 1.69)
H (0.77, 1.76, 0.51)
H (-2.96, -1.64, -0.35)
H (-2.87, -0.24, -1.29)
H (-1.75, -1.66, -1.65)
H (1.88, -1.08, -0.15)

**Energy relative to the best compared isomer or geometry (same formula, charge and spin)**: 225.6 kJ/mol
**SMILES**: C/C=[N+](/C)[S-].N=C=O
**HOMO level (spin up / spin down)**: -8.35 / -8.35 eV
**Spin multiplicity**: 1

No. 6
Formula: C26H23N3O3Pt
Source: the Open Molecules 2025 dataset
Level of theory: ωB97M-V/def2-TZVPD

CARTESIAN COORDINATES (ANGSTROEM)
Pt (-0.35, -0.17, 1.17)
C (3.89, -0.72, 1.17)
C (2.54, -0.92, 1.06)
N (1.64, 0.08, 1.01)
C (2.10, 1.38, 1.11)
C (3.49, 1.65, 1.22)
C (4.38, 0.59, 1.24)
C (3.92, 3.02, 1.29)
C (3.03, 4.04, 1.27)
C (1.63, 3.80, 1.20)
C (0.68, 4.81, 1.23)
C (-0.67, 4.48, 1.19)
C (-1.04, 3.14, 1.10)
N (-0.16, 2.16, 1.06)
C (1.18, 2.44, 1.11)
H (4.56, -1.57, 1.18)
H (2.12, -1.92, 0.98)
H (5.44, 0.77, 1.32)
H (4.98, 3.21, 1.36)
H (3.37, 5.06, 1.31)
H (1.00, 5.84, 1.32)
H (-1.43, 5.24, 1.23)
H (-2.08, 2.85, 1.08)
O (-4.84, 0.70, -1.91)
C (-3.52, 0.64, -2.09)
C (-3.01, 0.98, -3.35)
C (-1.65, 0.90, -3.60)
C (-0.77, 0.50, -2.60)
C (-1.27, 0.16, -1.36)
C (-2.63, 0.24, -1.07)
C (-3.20, -0.15, 0.27)
O (-4.43, -0.27, 0.38)
O (-2.42, -0.38, 1.25)
H (-5.01, 0.35, -0.99)
H (-3.70, 1.28, -4.12)
H (-1.28, 1.13, -4.59)
H (0.28, 0.44, -2.80)
H (-0.57, -0.26, -0.61)
C (-0.12, -0.43, 3.21)
H (0.40, -1.36, 3.43)
H (-1.13, -0.46, 3.62)
H (0.43, 0.40, 3.64)
N (-0.86, -2.70, 0.98)
C (-0.59, -3.40, -0.21)
C (-1.34, -3.12, -1.36)
C (-1.01, -3.71, -2.57)
C (0.04, -4.61, -2.64)
C (0.74, -4.95, -1.49)
C (0.44, -4.34, -0.29)
H (-0.45, -3.13, 1.80)
H (-1.84, -2.49, 1.12)
H (-2.16, -2.42, -1.30)
H (-1.57, -3.47, -3.45)
H (0.29, -5.07, -3.58)
H (1.52, -5.69, -1.53)
H (1.00, -4.58, 0.61)

**HOMO level (spin up / spin down)**: -5.93 / -5.93 eV
**Spin multiplicity**: 1